1.
{
  "formula": "C14H21NO2S",
  "method": "wB97M-V/def2-TZVPD",
  "smiles": "COCCNC(=O)CSCc1cc(C)cc(C)c1",
  "e_homo_ev": -8.6,
  "gap_ev": 9.30,
  "energy_ha": -1149.50969,
  "mol_weight_g_mol": 267.4,
  "lumo_ev": 0.731,
  "relative_energy_kcal_mol": 0.00,
  "elements": ["C", "O", "C", "C", "N", "C", "O", "C", "S", "C", "C", "C", "C", "C", "C", "C", "C", "C", "H", "H", "H", "H", "H", "H", "H", "H", "H", "H", "H", "H", "H", "H", "H", "H", "H", "H", "H", "H", "H"],
  "xyz": [[4.12, -1.73, -0.42], [3.34, -2.03, 0.70], [2.35, -3.00, 0.45], [1.57, -3.24, 1.74], [0.96, -2.03, 2.22], [-0.28, -1.65, 1.84], [-1.04, -2.35, 1.21], [-0.68, -0.27, 2.33], [0.66, 0.96, 2.24], [0.97, 0.95, 0.43], [-0.25, 1.37, -0.32], [-1.09, 0.42, -0.88], [-2.26, 0.80, -1.53], [-3.15, -0.24, -2.13], [-2.57, 2.15, -1.62], [-1.74, 3.12, -1.07], [-2.08, 4.57, -1.19], [-0.58, 2.72, -0.42], [4.84, -0.98, -0.11], [3.51, -1.34, -1.25], [4.66, -2.62, -0.78], [1.66, -2.65, -0.34], [2.80, -3.94, 0.10], [0.77, -3.97, 1.55], [2.24, -3.62, 2.51], [1.58, -1.32, 2.60], [-0.97, -0.32, 3.38], [-1.53, 0.09, 1.74], [1.79, 1.66, 0.30], [1.30, -0.05, 0.16], [-0.85, -0.63, -0.80], [-4.18, 0.11, -2.19], [-3.13, -1.15, -1.53], [-2.82, -0.49, -3.14], [-3.48, 2.45, -2.12], [-1.71, 5.13, -0.33], [-1.62, 4.99, -2.08], [-3.16, 4.71, -1.27], [0.07, 3.45, 0.03]]
}


2.
{
  "formula": "C14H21NPY",
  "method": "wB97M-V/def2-TZVPD",
  "e_homo_ev": [-4.2, -3.9],
  "gap_ev": [4.01, 3.93],
  "energy_ha": -980.23865,
  "mol_weight_g_mol": 323.2,
  "lumo_ev": [-0.161, 0.067],
  "elements": ["C", "C", "C", "C", "C", "Y", "P", "H", "H", "H", "H", "H", "H", "H", "H", "C", "N", "C", "C", "C", "C", "C", "C", "C", "C", "H", "H", "H", "H", "H", "H", "H", "H", "H", "H", "H", "H", "H"],
  "xyz": [[-0.80, 0.03, -4.06], [-1.56, 1.19, -3.70], [-0.69, 2.17, -3.15], [0.64, 1.66, -3.22], [0.61, 0.33, -3.72], [-0.56, -0.40, -1.36], [-0.38, -2.94, -1.57], [-1.14, -0.83, -4.63], [-2.65, 1.27, -3.80], [-0.99, 3.11, -2.68], [1.46, -0.27, -4.03], [1.55, 2.19, -2.89], [0.76, -3.67, -2.04], [-1.47, -3.67, -2.17], [-0.46, -3.42, -0.20], [-1.37, 1.45, 2.19], [-1.16, 0.05, 2.65], [-2.43, -0.57, 3.13], [-0.48, -0.82, 1.58], [0.90, -0.30, 1.28], [1.82, -0.18, 2.33], [3.11, 0.27, 2.04], [3.47, 0.60, 0.74], [2.54, 0.49, -0.30], [1.27, 0.05, -0.01], [-2.03, 1.45, 1.31], [-0.41, 1.91, 1.95], [-1.86, 2.00, 3.01], [-0.51, 0.10, 3.46], [-3.12, -0.65, 2.28], [-2.20, -1.57, 3.51], [-2.86, 0.05, 3.92], [-0.46, -1.83, 2.01], [-1.24, -0.86, 0.74], [1.54, -0.46, 3.35], [3.85, 0.36, 2.85], [4.49, 0.93, 0.52], [2.82, 0.75, -1.33]]
}